1.
Below is a structure of composition C6H19N5O3Rb in a non-equilibrium geometry, with properties calculated with ωB97M-V/def2-TZVPD.

Summary:
HOMO level (eV): -12.28
ΔE to the lowest compared entry with this formula, charge and spin (eV): 0.746
Net charge: +1
HOMO-LUMO gap (eV): 9.640

Last column: Löwdin charge in e.
CARTESIAN COORDINATES (ANGSTROEM)
Rb1 7.946 -1.570 26.891  0.96
C1 4.351 -0.385 27.673  -0.07
C2 4.559 0.449 26.417  -0.41
C3 3.937 1.855 26.574  -0.20
O1 3.572 2.324 25.279  -0.17
C4 3.222 3.696 25.296  -0.11
N1 5.974 0.495 26.010  -0.04
H1 4.702 0.141 28.564  0.08
H2 4.831 -1.359 27.612  0.06
H3 3.281 -0.482 27.863  0.09
H4 4.105 -0.027 25.547  0.14
H5 4.638 2.498 27.116  0.13
H6 3.044 1.789 27.202  0.13
H7 3.100 4.028 24.263  0.09
H8 4.077 4.328 25.559  0.09
H9 2.338 4.014 25.849  0.09
H10 6.481 1.167 26.584  0.06
H11 6.058 0.991 25.126  0.08
C5 6.785 -2.251 30.347  -0.68
O2 6.880 -1.305 29.551  -0.10
N2 7.824 -3.080 30.572  0.15
N3 5.795 -2.526 31.221  0.18
H12 8.585 -2.931 29.929  0.10
H13 7.944 -3.822 31.238  0.11
H14 5.919 -3.352 31.774  0.11
H15 4.956 -1.971 31.226  0.12
C6 10.876 1.230 27.199  -0.71
O3 10.408 0.079 27.196  -0.10
N4 12.179 1.486 27.052  0.18
N5 10.133 2.311 27.292  0.18
H16 12.595 2.389 26.924  0.11
H17 12.724 0.638 27.048  0.12
H18 10.445 3.245 27.099  0.12
H19 9.155 2.108 27.419  0.11


2.
Below is a structure of composition C6H19O2PZr in a non-equilibrium geometry, with properties calculated with ωB97M-V/def2-TZVPD.

Summary:
HOMO level (eV): -18.05
Net charge: +2
HOMO-LUMO gap (eV): 7.245

Last column: Löwdin charge in e.
CARTESIAN COORDINATES (ANGSTROEM)
Zr1 -0.105 0.286 0.432  1.09
H1 0.671 -1.276 1.227  0.10
H2 0.683 -1.422 0.214  0.11
P1 0.020 0.099 -2.033  0.60
C1 -1.519 -0.302 -2.796  -0.24
H3 -1.373 -0.185 -3.869  0.08
H4 -1.806 -1.333 -2.566  0.07
H5 -2.324 0.357 -2.454  0.08
C2 0.429 1.791 -2.505  -0.22
H6 1.387 2.099 -2.068  0.07
H7 0.489 1.787 -3.593  0.08
H8 -0.340 2.493 -2.165  0.06
C3 1.281 -0.944 -2.681  -0.23
H9 1.053 -1.995 -2.476  0.07
H10 1.302 -0.774 -3.757  0.08
H11 2.260 -0.713 -2.249  0.08
C4 -1.957 -0.817 0.543  -0.06
O1 -3.061 -1.225 0.666  0.23
H12 1.526 0.850 0.404  -0.08
H13 -0.868 1.749 0.248  -0.08
C5 1.113 -0.135 3.765  -0.05
C6 -0.324 -0.443 3.482  -0.25
O2 -0.932 0.563 2.598  -0.25
H14 1.752 -0.222 2.880  0.06
H15 1.431 -0.860 4.504  0.11
H16 1.218 0.867 4.189  0.11
H17 -0.494 -1.430 3.031  0.12
H18 -0.993 -0.322 4.326  0.14
H19 -0.519 1.457 2.704  0.13


Q: What is the formula in the second record?
A: C6H19O2PZr